{
  "formula": "C4H5NO",
  "method": "the ωB97M-V functional and the def2-TZVPD basis",
  "lumo_energy_ha": [-0.01645, -0.01646],
  "multiplicity": 1,
  "homo_energy_ha": [-0.3075, -0.3075],
  "species": ["C", "C", "O", "C", "C", "N", "H", "H", "H", "H", "H"],
  "xyz": [[1.307, 0.379, -0.960], [0.192, -0.084, -0.103], [-0.142, -1.348, -0.090], [-0.725, 0.558, 0.741], [-1.437, -1.156, 0.595], [-2.371, -1.792, 0.930], [1.475, -0.298, -1.800], [2.221, 0.440, -0.358], [1.091, 1.388, -1.324], [-1.035, 1.589, 0.574], [-0.577, 0.323, 1.798]],
  "atomic_forces_ev_per_a": [[-0.028, -0.033, -0.039], [0.036, 0.124, 0.041], [0.060, 0.052, -0.052], [0.073, 0.234, -0.076], [-0.809, -0.599, 0.347], [0.742, 0.517, -0.279], [-0.017, 0.094, 0.122], [-0.130, -0.014, -0.048], [0.016, -0.147, 0.075], [0.046, -0.180, 0.020], [0.011, -0.049, -0.112]]
}

{
  "formula": "C4H5NO2",
  "method": "the ωB97M-V functional and the def2-TZVPD basis",
  "lumo_energy_ha": 0.02266,
  "multiplicity": 1,
  "homo_energy_ha": -0.2862,
  "species": ["O", "C", "N", "C", "C", "O", "C", "H", "H", "H", "H", "H"],
  "xyz": [[0.951, 2.600, 0.632], [0.332, 1.215, -0.148], [1.047, 0.057, -0.105], [0.349, -1.082, -0.669], [-0.886, -1.488, 0.121], [-1.122, -1.086, 1.233], [-0.310, 2.201, 0.400], [1.343, -0.124, 0.854], [1.022, -1.949, -0.672], [0.077, -0.883, -1.712], [-1.556, -2.213, -0.386], [-1.246, 2.754, 0.451]],
  "atomic_forces_ev_per_a": [[0.189, 0.393, -0.007], [-0.273, -0.153, 0.271], [-0.247, 0.158, 0.137], [0.010, -0.117, -0.054], [-0.029, 0.029, 0.245], [0.092, -0.142, -0.530], [0.031, -0.034, -0.337], [-0.006, -0.046, 0.004], [-0.050, 0.063, -0.064], [0.017, 0.010, 0.152], [0.036, 0.040, 0.080], [0.231, -0.202, 0.102]]
}

Strongest force on any atom across the listed records, respectively: 1.06; 0.56 eV/A.
Relative energy (zero: lowest compared OMol25 entry of this formula, charge and spin) across the listed records, respectively: 4.1202; 5.3088 eV.